Here is a cluster of 19 separate species, C76H209N19O19 in total from the Open Molecules 2025 dataset. Energies are from wB97M-V/def2-TZVPD.

Positions of all 323 atoms, in Å:
C 12.876 22.570 17.449
C 12.001 21.850 18.427
C 11.999 20.296 18.122
O 13.268 19.792 18.153
C 13.528 18.433 18.419
N 12.456 22.059 19.839
H 12.792 23.665 17.667
H 12.598 22.417 16.355
H 13.941 22.202 17.608
H 10.902 22.181 18.313
H 11.583 20.022 17.153
H 11.432 19.854 18.908
H 12.855 17.784 17.846
H 13.206 18.281 19.480
H 14.585 18.267 18.174
H 13.347 21.583 19.962
H 11.741 21.676 20.464
C 24.710 20.689 20.303
C 24.068 21.184 19.031
C 24.820 22.343 18.431
O 24.609 23.527 19.165
C 25.347 24.665 18.726
N 23.959 20.163 18.011
H 25.613 20.018 20.184
H 23.952 20.062 20.824
H 25.029 21.537 20.954
H 23.106 21.489 19.435
H 24.449 22.525 17.424
H 25.885 22.134 18.278
H 25.286 25.331 19.547
H 25.031 24.995 17.712
H 26.466 24.547 18.691
H 23.745 19.265 18.520
H 23.343 20.384 17.269
C 23.716 17.721 12.912
C 24.278 17.603 14.316
C 23.325 16.787 15.285
O 21.976 17.060 15.204
C 21.082 16.577 16.181
N 25.518 16.843 14.268
H 24.476 18.189 12.246
H 22.795 18.361 12.891
H 23.528 16.736 12.419
H 24.581 18.598 14.612
H 23.622 17.143 16.298
H 23.591 15.763 15.090
H 21.274 17.167 17.065
H 21.211 15.552 16.454
H 20.084 16.668 15.777
H 25.516 15.973 13.712
H 25.924 16.572 15.145
C 23.306 22.040 13.953
C 21.811 21.798 14.267
C 20.883 21.981 13.081
O 19.492 21.769 13.564
C 18.636 21.781 12.410
N 21.755 20.467 14.866
H 23.832 21.986 14.867
H 23.508 22.907 13.365
H 23.616 21.149 13.365
H 21.446 22.406 15.061
H 21.066 21.355 12.170
H 20.926 23.043 12.743
H 18.818 22.716 11.857
H 17.598 21.833 12.735
H 18.691 20.901 11.724
H 22.190 19.849 14.210
H 20.786 20.129 14.866
C 14.382 31.310 20.342
C 14.026 29.947 20.955
C 15.147 28.960 20.834
O 15.449 28.741 19.459
C 16.765 28.320 19.141
N 13.611 30.098 22.338
H 15.216 31.779 20.923
H 13.537 31.985 20.194
H 14.861 30.984 19.363
H 13.221 29.548 20.415
H 14.832 28.015 21.279
H 16.006 29.371 21.326
H 17.435 28.822 19.816
H 16.979 28.714 18.171
H 17.005 27.237 19.184
H 14.379 30.184 23.015
H 13.008 29.430 22.724
C 17.024 23.545 19.223
C 16.326 22.453 18.476
C 17.126 21.938 17.248
O 18.307 21.254 17.685
C 19.376 21.405 16.812
N 15.870 21.403 19.404
H 17.643 23.153 19.993
H 16.325 24.185 19.806
H 17.615 24.230 18.645
H 15.475 22.943 17.929
H 17.474 22.814 16.600
H 16.519 21.190 16.738
H 19.147 20.892 15.905
H 20.212 20.932 17.283
H 19.595 22.454 16.620
H 16.708 20.911 19.666
H 15.480 20.595 18.894
C 17.214 31.731 15.911
C 16.466 30.651 15.046
C 17.431 30.141 13.975
O 17.440 31.149 13.027
C 18.217 30.768 11.864
N 16.086 29.611 15.955
H 16.481 32.266 16.526
H 17.682 32.476 15.365
H 17.847 31.241 16.676
H 15.634 31.175 14.523
H 17.013 29.162 13.462
H 18.406 30.026 14.437
H 17.915 31.538 11.079
H 18.095 29.682 11.617
H 19.264 30.935 12.035
H 15.648 30.072 16.773
H 15.453 28.886 15.581
C 14.977 21.641 11.878
C 14.822 22.153 13.257
C 14.186 23.508 13.289
O 15.122 24.367 12.663
C 14.582 25.665 12.476
N 14.001 21.164 13.947
H 15.774 22.239 11.498
H 14.009 21.775 11.377
H 15.215 20.598 11.930
H 15.834 22.258 13.730
H 13.934 23.820 14.296
H 13.189 23.478 12.791
H 13.750 25.644 11.775
H 15.346 26.338 11.943
H 14.255 26.032 13.405
H 13.984 21.317 14.948
H 14.325 20.233 13.711
C 12.736 29.131 13.514
C 11.522 29.120 14.396
C 11.517 27.699 15.123
O 11.602 26.722 14.137
C 11.489 25.496 14.836
N 11.579 30.275 15.334
H 12.794 28.266 12.858
H 13.596 29.191 14.129
H 12.712 30.024 12.825
H 10.618 29.107 13.799
H 10.619 27.595 15.691
H 12.357 27.666 15.787
H 12.375 25.310 15.440
H 11.360 24.728 14.118
H 10.567 25.486 15.392
H 10.983 30.201 16.140
H 11.360 31.196 14.865
C 15.212 18.836 21.736
C 15.892 19.806 22.681
C 17.416 19.559 22.848
O 18.136 19.608 21.620
C 19.261 20.496 21.673
N 15.700 21.278 22.467
H 14.109 19.041 21.517
H 15.150 17.969 22.304
H 15.710 18.672 20.802
H 15.376 19.581 23.672
H 17.612 18.568 23.246
H 17.681 20.342 23.563
H 19.981 20.136 22.485
H 18.807 21.493 21.877
H 19.782 20.431 20.731
H 15.808 21.494 21.476
H 14.796 21.671 22.850
C 19.070 24.935 14.975
C 17.881 25.553 14.379
C 17.195 26.649 15.172
O 16.758 26.139 16.419
C 15.365 26.492 16.618
N 18.346 26.126 13.119
H 19.887 25.694 15.082
H 19.527 24.081 14.364
H 18.774 24.562 15.975
H 17.092 24.860 14.356
H 16.389 26.983 14.464
H 17.803 27.575 15.315
H 14.974 25.928 17.426
H 14.743 26.304 15.709
H 15.141 27.503 16.892
H 19.145 25.661 12.730
H 17.666 26.238 12.412
C 22.667 25.232 14.887
C 23.342 26.647 15.073
C 22.313 27.727 14.685
O 22.477 28.076 13.297
C 21.457 28.855 12.768
N 23.835 26.811 16.492
H 22.383 25.162 13.882
H 21.733 25.227 15.523
H 23.223 24.364 15.205
H 24.176 26.815 14.390
H 22.377 28.692 15.277
H 21.288 27.419 14.785
H 20.517 28.322 12.681
H 21.824 29.196 11.834
H 21.431 29.782 13.358
H 22.939 27.027 16.998
H 24.371 27.652 16.542
C 12.447 26.706 24.262
C 11.929 25.354 24.777
C 10.406 25.244 24.587
O 9.715 26.138 25.540
C 8.368 25.967 25.617
N 12.481 24.275 24.009
H 12.242 26.709 23.196
H 13.506 26.821 24.413
H 11.886 27.568 24.595
H 12.087 25.307 25.834
H 9.987 24.267 24.788
H 10.083 25.536 23.578
H 8.020 26.764 26.259
H 8.112 24.964 25.915
H 7.944 26.161 24.632
H 13.504 24.233 24.084
H 12.304 24.412 23.007
C 13.862 25.495 20.143
C 12.442 25.999 20.102
C 11.936 26.258 18.719
O 10.575 26.559 18.540
C 10.187 27.735 19.217
N 11.563 24.973 20.684
H 14.114 24.675 19.387
H 14.129 25.137 21.144
H 14.532 26.344 19.928
H 12.464 26.908 20.758
H 12.156 25.387 18.203
H 12.669 27.021 18.246
H 9.082 27.881 19.123
H 10.710 28.647 18.769
H 10.397 27.646 20.247
H 10.590 25.126 20.503
H 11.847 24.065 20.307
C 20.016 26.973 17.605
C 20.661 27.146 18.955
C 21.430 25.946 19.366
O 20.556 24.989 19.867
C 21.220 23.757 20.199
N 21.579 28.350 18.950
H 20.831 26.961 16.863
H 19.357 27.804 17.417
H 19.467 26.043 17.513
H 19.808 27.193 19.703
H 22.121 26.210 20.170
H 22.097 25.555 18.539
H 20.431 23.072 20.505
H 21.958 23.942 21.062
H 21.682 23.409 19.289
H 21.128 29.190 18.790
H 22.075 28.530 19.816
C 8.846 21.010 24.076
C 10.267 20.539 23.820
C 10.741 21.044 22.412
O 9.826 20.614 21.378
C 9.725 19.277 21.044
N 11.336 20.957 24.743
H 8.638 20.886 25.188
H 8.058 20.388 23.631
H 8.624 22.016 23.797
H 10.314 19.458 23.777
H 11.724 20.732 22.176
H 10.588 22.139 22.456
H 10.686 18.717 21.040
H 9.290 19.335 20.066
H 9.026 18.789 21.791
H 11.034 20.845 25.680
H 11.776 21.805 24.557
C 16.436 24.308 26.183
C 16.216 24.905 24.777
C 17.561 25.575 24.328
O 17.172 26.394 23.193
C 18.229 27.112 22.631
N 15.759 23.869 23.851
H 16.857 25.022 26.875
H 17.082 23.478 26.252
H 15.492 23.925 26.625
H 15.450 25.639 24.787
H 18.112 24.700 23.991
H 18.101 26.179 25.061
H 17.794 27.723 21.844
H 19.039 26.470 22.253
H 18.625 27.841 23.326
H 15.654 24.311 22.958
H 16.369 23.081 23.658
C 20.183 16.702 11.948
C 19.080 16.753 13.003
C 17.924 17.761 12.626
O 16.924 17.804 13.670
C 17.415 18.432 14.869
N 18.487 15.472 13.269
H 20.720 17.635 11.786
H 19.797 16.395 10.901
H 20.960 16.001 12.215
H 19.685 17.167 13.844
H 17.404 17.401 11.723
H 18.370 18.759 12.384
H 18.035 17.819 15.534
H 16.518 18.511 15.509
H 17.980 19.358 14.783
H 18.306 14.991 12.413
H 17.694 15.530 13.944
C 15.557 14.784 17.418
C 16.794 14.956 18.258
C 16.609 16.102 19.176
O 16.638 17.412 18.616
C 18.031 17.829 18.658
N 17.056 13.758 19.032
H 14.755 14.283 17.961
H 15.677 14.330 16.460
H 15.128 15.766 17.139
H 17.638 15.217 17.559
H 17.405 15.989 19.819
H 15.645 15.981 19.746
H 17.910 18.847 18.314
H 18.692 17.297 18.052
H 18.253 17.886 19.708
H 17.312 13.041 18.389
H 17.928 13.850 19.599

Forces on atoms 1 to 6 (eV/Å):
0.99 0.65 -0.77
-1.41 -1.69 0.25
-0.68 0.93 -0.14
2.67 0.72 -0.41
-1.45 0.37 0.73
-0.81 0.27 -1.15

The largest force on an atom is 0.0755 hartree/bohr. The electronic energy is -5490.39492 a.u. The relative energy (zero: lowest compared OMol25 entry of this formula, charge and spin) is 109.5 kcal/mol. For the LUMO energy, the calculation gives 0.019 Ha. Its HOMO energy is -8.635 eV.

---

Here is a cluster of 6 separate species, C76H46NO13PS in total from the Open Molecules 2025 dataset. Energies are from wB97M-V/def2-TZVPD.

Positions of all 138 atoms, in Å:
N 7.623 3.809 -1.148
C 7.409 3.299 -2.272
C 6.170 3.751 -3.078
C 4.984 2.912 -2.702
C 3.751 3.331 -2.436
P 3.031 5.008 -2.378
S 4.239 6.405 -1.769
C 2.986 2.028 -2.177
O 1.880 1.807 -2.380
O 3.942 1.131 -1.714
C 5.017 1.389 -2.567
O 5.740 0.609 -3.013
H 6.874 4.483 -0.956
H 8.104 2.559 -2.678
H 6.381 3.580 -4.150
H 6.012 4.826 -2.963
H 2.394 5.289 -3.615
H 1.969 4.899 -1.441
C 4.837 -1.744 -1.390
C 4.666 -3.084 -1.726
C 4.703 -4.059 -0.742
C 4.923 -3.701 0.582
C 5.117 -2.359 0.917
C 5.062 -1.384 -0.071
C 5.401 -1.961 2.321
O 5.566 -0.794 2.615
C 5.487 -3.024 3.358
C 5.806 -2.678 4.666
C 5.876 -3.657 5.644
C 5.618 -4.986 5.322
C 5.304 -5.336 4.019
C 5.247 -4.360 3.031
C 4.943 -4.754 1.629
O 4.720 -5.916 1.343
H 4.799 -0.978 -2.162
H 4.502 -3.367 -2.758
H 4.565 -5.100 -1.005
H 5.200 -0.343 0.191
H 6.004 -1.645 4.919
H 6.130 -3.386 6.661
H 5.665 -5.748 6.089
H 5.108 -6.371 3.771
C 4.403 0.397 -5.786
C 4.605 -0.321 -6.961
C 4.326 0.264 -8.187
C 3.832 1.564 -8.241
C 3.608 2.272 -7.060
C 3.905 1.687 -5.838
C 3.037 3.643 -7.087
O 2.848 4.257 -6.053
C 2.695 4.243 -8.403
C 2.107 5.502 -8.448
C 1.796 6.077 -9.670
C 2.079 5.400 -10.852
C 2.660 4.142 -10.812
C 2.961 3.556 -9.590
C 3.553 2.190 -9.561
O 3.797 1.598 -10.592
H 4.625 -0.053 -4.831
H 4.984 -1.334 -6.920
H 4.488 -0.291 -9.102
H 3.741 2.242 -4.924
H 1.890 6.032 -7.530
H 1.334 7.055 -9.703
H 1.842 5.854 -11.806
H 2.875 3.616 -11.733
C -4.565 1.936 0.338
C -3.729 2.258 -0.726
C -2.639 3.089 -0.526
C -2.386 3.611 0.737
C -3.239 3.306 1.801
C -4.322 2.459 1.598
C -3.011 3.894 3.146
O -3.749 3.627 4.077
C -1.866 4.823 3.333
C -1.670 5.426 4.570
C -0.599 6.283 4.761
C 0.288 6.536 3.718
C 0.094 5.941 2.482
C -0.987 5.091 2.282
C -1.203 4.487 0.941
O -0.431 4.710 0.029
H -5.412 1.280 0.182
H -3.928 1.859 -1.712
H -1.986 3.335 -1.353
H -4.977 2.211 2.421
H -2.356 5.229 5.383
H -0.451 6.756 5.723
H 1.128 7.201 3.871
H 0.782 6.143 1.671
C 3.840 -10.037 2.120
C 3.803 -8.647 2.183
C 2.589 -7.983 2.143
C 1.406 -8.704 2.029
C 1.445 -10.098 1.942
C 2.665 -10.761 1.999
C 0.194 -10.884 1.771
O 0.226 -12.096 1.700
C -1.098 -10.152 1.681
C -2.272 -10.864 1.465
C -3.484 -10.196 1.392
C -3.529 -8.814 1.544
C -2.362 -8.099 1.754
C -1.142 -8.763 1.814
C 0.108 -7.979 2.006
O 0.068 -6.772 2.135
H 4.790 -10.555 2.160
H 4.721 -8.082 2.264
H 2.562 -6.903 2.197
H 2.696 -11.842 1.945
H -2.240 -11.940 1.350
H -4.397 -10.753 1.219
H -4.478 -8.294 1.494
H -2.398 -7.023 1.868
C -6.520 2.372 4.631
C -6.496 3.762 4.586
C -7.683 4.473 4.491
C -8.897 3.797 4.428
C -8.918 2.401 4.449
C -7.726 1.692 4.562
C -10.201 1.658 4.334
O -10.220 0.444 4.356
C -11.461 2.435 4.182
C -12.664 1.759 4.017
C -13.846 2.470 3.888
C -13.832 3.861 3.933
C -12.635 4.540 4.092
C -11.445 3.830 4.208
C -10.163 4.572 4.343
O -10.150 5.787 4.379
H -5.592 1.820 4.715
H -5.552 4.289 4.628
H -7.665 5.554 4.461
H -7.741 0.611 4.592
H -12.677 0.677 3.986
H -14.781 1.942 3.755
H -14.757 4.415 3.839
H -12.625 5.621 4.122

Forces on atoms 1 to 6 (eV/Å):
0.24 0.15 0.65
-0.74 0.52 -0.57
0.96 -1.35 -0.99
0.77 1.16 -0.45
-0.75 -0.93 -0.05
-0.16 0.53 0.57

The largest force on an atom is 0.0872 hartree/bohr. The electronic energy is -4696.25579 a.u. As for the SMILES: [H]/N=C\CC1=C([PH2]=S)C(=O)OC1=O.O=C1c2ccccc2C(=O)c2ccccc21.O=C1c2ccccc2C(=O)c2ccccc21.O=C1c2ccccc2C(=O)c2ccccc21.O=C1c2ccccc2C(=O)c2ccccc21.O=C1c2ccccc2C(=O)c2ccccc21. For the LUMO energy, the calculation gives -0.050 Ha. Its HOMO energy is -9.233 eV.